1.
Below is an isolated molecule of C4H6O2, with properties calculated with ωB97M-V/def2-TZVPD.

Positions of all 12 atoms, in Å:
C 1.343 -0.051 -0.033
C -0.127 0.233 -0.365
C -0.874 -1.091 -0.476
O -1.463 -1.457 -1.460
C -0.777 1.033 0.754
O -0.592 0.784 1.921
H 1.897 0.887 0.071
H 1.420 -0.594 0.913
H 1.814 -0.641 -0.825
H -0.242 0.757 -1.318
H -0.820 -1.719 0.439
H -1.462 1.848 0.447

As for the charge: 0. For the relative energy (zero: lowest compared OMol25 entry of this formula, charge and spin), the calculation gives 104.12 kJ/mol. For the total energy, the calculation gives -8339.38201 eV. As for the SMILES: CC(C=O)C=O.

Results of the Löwdin charge analysis, in e, for atoms 1 through 2:
1 C -0.054
2 C -0.300



2.
Below is a structure of composition C15H45O15Sr at a distorted geometry, with properties calculated with ωB97M-V/def2-TZVPD.

Positions of all 76 atoms, in Å:
Sr 6.417 -18.769 2.038
C 9.496 -17.503 1.239
O 8.786 -17.747 2.455
H 9.216 -18.171 0.425
H 9.202 -16.509 0.902
H 10.582 -17.590 1.205
C 10.516 -19.566 5.150
C 11.216 -19.866 3.764
O 10.120 -20.278 2.957
O 9.890 -18.328 5.105
H 11.218 -19.669 5.978
H 9.766 -20.321 5.385
H 11.861 -20.744 3.777
H 11.757 -18.990 3.408
H 9.519 -19.552 2.774
H 9.542 -18.231 4.215
C 5.372 -14.100 1.410
C 6.414 -15.289 1.382
O 5.847 -16.536 1.099
O 4.908 -13.682 0.119
H 5.768 -13.165 1.806
H 4.572 -14.439 2.069
H 6.904 -15.383 2.351
H 7.252 -15.117 0.706
H 5.378 -16.404 0.273
H 4.068 -13.276 0.347
C 12.862 -19.720 0.399
C 14.176 -19.048 0.169
O 14.282 -18.216 -1.017
O 12.669 -20.757 -0.544
H 11.989 -19.072 0.319
H 12.792 -20.083 1.424
H 14.998 -19.763 0.130
H 14.458 -18.355 0.962
H 14.143 -18.831 -1.741
H 12.824 -20.460 -1.444
C 8.983 -12.733 1.352
C 10.061 -12.295 0.295
O 9.889 -10.951 -0.090
O 9.225 -11.913 2.537
H 9.245 -13.772 1.553
H 7.930 -12.556 1.138
H 9.950 -12.953 -0.567
H 11.024 -12.508 0.759
H 10.384 -10.411 0.531
H 10.108 -12.109 2.861
C 6.875 -20.606 -0.703
C 8.106 -21.032 0.119
O 7.783 -20.914 1.514
O 6.482 -19.273 -0.421
H 5.990 -21.207 -0.497
H 6.981 -20.839 -1.763
H 8.988 -20.492 -0.226
H 8.355 -22.089 0.026
H 8.583 -21.063 2.022
H 6.696 -18.801 -1.229
C 8.559 -14.966 5.005
C 8.273 -13.423 5.382
O 7.284 -12.829 4.449
O 9.160 -15.106 3.736
H 7.640 -15.547 5.086
H 9.122 -15.429 5.816
H 9.161 -12.791 5.356
H 7.960 -13.389 6.425
H 7.759 -12.620 3.641
H 8.903 -15.961 3.383
C 11.070 -15.043 -2.857
C 10.997 -16.485 -2.211
O 11.433 -17.570 -2.980
O 10.503 -14.825 -4.141
H 12.132 -14.825 -2.973
H 10.657 -14.282 -2.195
H 9.997 -16.676 -1.822
H 11.669 -16.600 -1.361
H 12.369 -17.490 -3.177
H 9.580 -15.084 -4.100

As for the charge: +1. For the total energy, the calculation gives -47823.79448 eV.

Results of the Löwdin charge analysis, in e, for atoms 1 through 2:
1 Sr 1.733
2 C -0.235



3.
Below is the ion C15H11F7N2O3S with charge +2 at a distorted geometry, with properties calculated with ωB97M-V/def2-TZVPD.

Positions of all 39 atoms, in Å:
O 6.085 -3.591 0.841
C 6.781 -2.977 -0.120
C 6.711 -1.335 -0.425
N 5.302 -0.767 -0.222
C 4.361 -0.744 -1.424
C 2.796 -0.196 -1.373
C 2.177 0.366 0.073
C 0.616 0.862 0.138
C -0.103 1.679 1.365
C -1.725 2.055 1.248
N -2.589 1.667 0.037
S -4.313 2.017 -0.072
O -4.475 3.475 0.511
O -4.857 2.081 -1.520
C -5.262 0.890 1.086
F -6.308 1.745 1.759
F -4.337 0.425 2.175
C -6.044 -0.355 0.361
F -7.285 0.021 -0.362
F -6.485 -1.272 1.478
C -5.115 -1.275 -0.631
F -5.144 -0.844 -2.066
F -5.744 -2.649 -0.626
F -3.725 -1.480 -0.126
C -1.937 0.942 -1.124
C -0.359 0.502 -1.168
C 3.235 0.337 1.345
C 4.783 -0.239 1.122
H 7.489 -3.678 -0.778
H 6.912 -1.243 -1.598
H 7.505 -0.728 0.189
H 4.793 -1.154 -2.438
H 2.187 -0.260 -2.371
H 0.532 1.989 2.320
H -2.300 2.642 2.102
H -2.618 0.673 -2.052
H 0.031 -0.050 -2.124
H 2.914 0.708 2.407
H 5.514 -0.238 2.064

As for the charge: +2. For the total energy, the calculation gives -54674.08832 eV.

Results of the Löwdin charge analysis, in e, for atoms 1 through 2:
1 O -0.035
2 C -0.080



no.,frontier orbital gap (Ha)
1,0.37906
2,0.27545
3,0.24104